Here is a molecular structure, C49H62N8O2P2Si2Ta in a non-equilibrium geometry from OMol25. Energies are from wB97M-V/def2-TZVPD.

```
126
Properties=species:S:1:pos:R:3:mulliken_charge:R:1
Ta 0.2175 -0.8061 -1.3712 1.083
O 2.1898 -3.5502 -4.1110 -0.643
C 1.4219 -3.0145 -3.3484 -0.535
N 1.4966 -1.7358 -2.8524 1.520
C 2.4123 -0.9079 -3.5389 -1.625
O 2.4848 -0.7875 -4.7288 -0.552
C 3.3093 -0.2122 -2.5805 0.922
C 4.5731 0.1868 -2.9694 -0.727
C 5.4415 0.6432 -1.9916 -1.154
C 4.9951 0.6759 -0.6820 -0.900
C 3.6952 0.2841 -0.3984 -0.783
N 2.8474 -0.1489 -1.3289 1.046
C 0.2649 -3.7418 -2.7748 0.134
C -0.0916 -4.9947 -3.2367 -0.433
C -1.2156 -5.5940 -2.6986 -1.209
C -1.9206 -4.9169 -1.7137 -0.620
C -1.4753 -3.6748 -1.3076 -0.821
N -0.4008 -3.0849 -1.8285 1.451
H 4.8500 0.1054 -4.0110 0.612
H 6.4497 0.9447 -2.2429 0.447
H 5.6400 0.9930 0.1261 0.601
H 3.3342 0.3013 0.6124 0.407
H 0.5140 -5.4501 -4.0073 0.659
H -1.5392 -6.5680 -3.0404 0.505
H -2.8085 -5.3399 -1.2650 0.586
H -1.9836 -3.1235 -0.5408 0.036
C -4.4698 -1.6874 -2.1895 -1.139
Si -2.9716 -0.7583 -2.7697 0.675
C -2.0979 -1.7092 -4.1170 -1.162
C -3.4244 0.8972 -3.5041 -1.178
N -1.8047 -0.6687 -1.4078 0.070
P -1.9732 0.2242 0.0038 1.951
C -0.3535 0.3332 0.5013 -0.611
P 0.2503 -0.8691 1.5590 2.035
N 0.8607 -1.9507 0.5257 0.506
Si 1.9748 -3.2973 0.7989 0.047
C 3.4361 -3.1787 -0.3472 -1.017
C 1.1007 -4.9165 0.4365 -1.133
C 2.6321 -3.3690 2.5403 -1.218
C -0.8638 -1.5219 2.8171 1.046
C -1.5525 -0.6385 3.6460 -0.389
C -2.2866 -1.1236 4.7131 -0.864
C -2.3217 -2.4904 4.9740 -0.849
C -1.6462 -3.3733 4.1484 -1.070
C -0.9213 -2.8872 3.0665 -0.391
C 1.4627 -0.0912 2.6826 0.584
C 1.7109 -0.5703 3.9707 -0.313
C 2.6582 0.0402 4.7780 -0.958
C 3.3683 1.1391 4.3123 -0.925
C 3.0999 1.6455 3.0495 -0.652
C 2.1475 1.0363 2.2444 -0.187
C -2.5691 1.8673 -0.4722 0.102
C -1.6058 2.8348 -0.7526 -0.343
C -1.9969 4.1005 -1.1678 -0.700
C -3.3433 4.4099 -1.2936 -1.081
C -4.3067 3.4457 -1.0254 -0.872
C -3.9218 2.1767 -0.6258 -0.033
C -3.2922 -0.3956 1.0770 0.760
C -3.9723 0.5166 1.8877 -0.791
C -4.9666 0.0854 2.7508 -0.985
C -5.2788 -1.2626 2.8332 -0.753
C -4.5786 -2.1830 2.0673 -1.002
C -3.5925 -1.7484 1.1975 0.225
H -5.2403 -1.6665 -2.9639 0.502
H -4.2293 -2.7336 -1.9862 0.224
H -4.9001 -1.2622 -1.2801 0.245
H -2.6571 -1.5996 -5.0491 0.629
H -1.0876 -1.3292 -4.3012 0.246
H -2.0301 -2.7789 -3.9114 0.166
H -3.2400 0.8516 -4.5794 0.531
H -4.4829 1.1188 -3.3560 0.340
H -2.8625 1.7413 -3.1068 0.241
H 3.1361 -2.9604 -1.3707 0.182
H 4.1356 -2.4030 -0.0298 0.210
H 3.9743 -4.1300 -0.3568 0.526
H 1.1987 -5.1899 -0.6166 0.274
H 1.5595 -5.7196 1.0183 0.644
H 0.0369 -4.8980 0.6790 0.251
H 3.2655 -2.5124 2.7765 0.270
H 1.8520 -3.4259 3.3012 0.363
H 3.2418 -4.2726 2.6250 0.531
H -1.4962 0.4283 3.4609 0.524
H -2.8315 -0.4376 5.3486 0.449
H -2.8721 -2.8629 5.8282 0.407
H -1.6778 -4.4371 4.3450 0.431
H -0.3887 -3.5761 2.4230 0.214
H 1.1599 -1.4180 4.3573 0.546
H 2.8362 -0.3379 5.7762 0.463
H 4.1120 1.6096 4.9425 0.450
H 3.6190 2.5280 2.6929 0.588
H 1.8866 1.4755 1.2880 -0.144
H -0.5529 2.5977 -0.6407 -0.191
H -1.2424 4.8451 -1.3913 0.567
H -3.6460 5.4016 -1.6047 0.418
H -5.3570 3.6815 -1.1357 0.490
H -4.6815 1.4251 -0.4481 0.540
H -3.7265 1.5688 1.8452 0.591
H -5.4906 0.8042 3.3669 0.449
H -6.0612 -1.5983 3.5013 0.410
H -4.7983 -3.2393 2.1506 0.482
H -3.0473 -2.4664 0.6148 -0.007
C 0.2433 0.9154 -2.7367 -0.760
H 0.7856 1.7501 -2.2860 -0.498
H -0.7748 1.2540 -2.9206 0.307
H 0.6950 0.6973 -3.7052 0.522
C 0.2581 3.9821 1.7723 -1.111
N 0.9853 4.7658 0.7911 0.531
C 0.7689 6.1949 0.8578 -1.379
C 1.8224 4.1659 -0.1143 0.153
N 1.6983 2.9098 -0.3878 0.460
N 2.7391 5.0282 -0.7216 0.101
C 3.3342 4.5739 -1.9618 -1.079
C 3.6918 5.6991 0.1541 -1.242
H 0.6563 4.1531 2.7782 0.343
H 0.3236 2.9264 1.5311 0.220
H -0.7959 4.2721 1.7663 0.351
H -0.3061 6.3916 0.8834 0.402
H 1.1921 6.6825 -0.0156 0.420
H 1.2084 6.6359 1.7587 0.363
H 2.4510 2.6102 -0.9990 -0.607
H 4.1154 3.8145 -1.8061 0.296
H 3.7948 5.4263 -2.4608 0.383
H 2.5689 4.1642 -2.6189 0.302
H 3.2693 5.8344 1.1458 0.422
H 3.9565 6.6778 -0.2485 0.321
H 4.6117 5.1086 0.2527 0.332
```

Output
* frontier orbital gap: 7.45 eV
* ΔE to the lowest compared entry with this formula, charge and spin: 0.00 kJ/mol
* total charge: +1
* LUMO level: -3.0 eV


Here is a molecular structure, C49H63IIrN2O5S in a non-equilibrium geometry from OMol25. Energies are from wB97M-V/def2-TZVPD.

```
122
Properties=species:S:1:pos:R:3:mulliken_charge:R:1
Ir 14.6194 13.9114 12.1446 4.861
C 15.3045 15.2143 9.0809 -1.358
O 15.1845 13.9925 9.8565 0.032
C 15.9774 12.9009 9.4674 -0.388
C 15.3157 11.7371 9.0596 -0.725
C 13.8063 11.6222 8.9205 -0.875
C 12.9484 11.1778 10.1051 -0.610
C 11.6380 10.8163 9.8658 -0.535
C 10.7680 10.4419 10.8952 0.901
C 11.2887 10.2881 12.1894 -1.262
C 12.6054 10.6348 12.4750 -0.644
C 13.0424 10.4682 13.9407 -0.576
C 14.4856 10.6452 14.3804 -0.815
C 15.2283 9.4825 14.5712 -0.267
C 16.5408 9.4555 15.0493 -0.781
C 17.1756 10.6946 15.1591 -0.081
C 16.4996 11.8943 14.9569 -0.085
C 17.3153 13.1816 15.1562 -1.100
C 17.9734 13.8744 13.9673 0.315
C 18.9276 14.8369 14.2655 -1.121
C 19.5547 15.6365 13.3077 0.321
C 19.2761 15.3506 11.9695 -0.332
C 18.3339 14.3943 11.6242 0.107
C 18.1382 14.1838 10.1190 -1.180
C 17.3728 12.9706 9.5933 -0.282
C 18.1410 11.8831 9.1546 0.049
C 17.5258 10.7568 8.5986 -0.526
C 16.1248 10.6809 8.6701 -0.219
C 18.2878 9.6895 7.8706 1.950
C 17.7420 9.5924 6.4192 -1.571
C 18.0293 8.3046 8.4823 -1.676
C 19.7980 10.0002 7.8554 -2.144
C 17.5324 13.7557 12.6147 -0.277
O 16.4541 13.1047 12.3260 -0.567
C 20.4744 16.7638 13.7582 2.034
C 21.6265 16.1681 14.5938 -1.625
C 21.0459 17.5509 12.5354 -1.962
C 19.7070 17.7608 14.6556 -1.512
C 15.1308 11.8723 14.6475 0.425
O 14.4355 13.0645 14.4697 -0.846
C 14.3359 13.9701 15.6246 -1.305
C 17.1372 8.1299 15.5189 1.876
C 17.1256 7.1042 14.3792 -1.732
C 18.5905 8.3475 16.0197 -1.973
C 16.2354 7.6187 16.6644 -1.527
C 13.3187 11.3373 11.4550 0.861
O 14.3935 11.9913 11.7249 -1.333
C 9.2796 10.1869 10.6715 2.056
C 8.4467 11.1962 11.4904 -1.546
C 8.9421 10.3674 9.1512 -2.031
C 8.8956 8.7721 11.1630 -1.676
H 15.8789 15.0030 8.1595 0.442
H 15.7597 16.0191 9.6742 0.277
H 14.2908 15.4968 8.7677 0.236
H 13.6361 10.8529 8.1337 0.634
H 13.3984 12.5768 8.5233 0.311
H 11.2261 10.7998 8.8707 0.591
H 10.6296 9.9421 12.9717 0.404
H 12.8023 9.4199 14.2010 0.681
H 12.4025 11.0867 14.5919 0.395
H 14.7760 8.5258 14.3208 0.406
H 18.2198 10.7433 15.3829 0.670
H 18.1643 12.9093 15.8023 0.753
H 16.7352 13.9331 15.7293 0.377
H 19.2119 15.0040 15.2988 0.406
H 19.7983 15.9161 11.2232 0.559
H 19.1701 14.0933 9.7082 0.709
H 17.7528 15.1236 9.6885 0.480
H 19.2075 11.9057 9.2666 0.721
H 15.6795 9.7573 8.3421 0.611
H 16.6753 9.3542 6.3461 0.326
H 18.2919 8.8043 5.8882 0.444
H 17.9079 10.5210 5.8716 0.356
H 16.9811 8.0132 8.3714 0.333
H 18.2791 8.2719 9.5447 0.352
H 18.6440 7.5544 7.9634 0.462
H 19.9896 10.9617 7.3616 0.389
H 20.3161 9.2176 7.2899 0.438
H 20.2305 10.0237 8.8455 0.409
H 22.1642 15.3662 14.0609 0.314
H 21.2543 15.7421 15.5238 0.357
H 22.3598 16.9515 14.8686 0.444
H 21.5354 16.8574 11.8373 0.362
H 21.7975 18.2742 12.8812 0.435
H 20.2231 18.0713 12.0165 0.375
H 19.4583 17.3181 15.6301 0.317
H 18.7814 18.0943 14.1733 0.298
H 20.3405 18.6493 14.8569 0.428
H 14.6140 13.4361 16.5511 0.378
H 13.2811 14.2732 15.6927 0.214
H 14.9180 14.8726 15.4123 0.376
H 17.6624 7.5156 13.5279 0.396
H 16.1168 6.8240 14.0628 0.294
H 17.6491 6.1969 14.6859 0.474
H 19.2043 8.7445 15.1951 0.399
H 19.0410 7.4177 16.3687 0.422
H 18.6066 9.0670 16.8554 0.355
H 15.2477 7.3268 16.3000 0.334
H 16.0979 8.4001 17.4088 0.330
H 16.6664 6.7461 17.1941 0.401
H 8.7045 12.2289 11.2690 0.297
H 8.5893 11.0155 12.5578 0.338
H 7.3729 11.0784 11.2948 0.434
H 9.1614 11.3808 8.8483 0.400
H 7.8733 10.1588 8.9852 0.432
H 9.5224 9.6687 8.5514 0.383
H 8.9113 8.7027 12.2563 0.338
H 9.5724 7.9963 10.7778 0.306
H 7.8705 8.5118 10.8319 0.462
O 11.8592 13.4531 13.1573 -0.503
H 12.7034 13.1777 13.5877 -0.110
H 11.2262 12.7591 13.3672 0.404
S 15.4074 15.6396 12.9083 -0.848
I 9.8737 16.6312 8.6753 0.065
C 11.4892 16.1226 9.9945 -0.980
C 12.1116 17.0770 10.7503 -0.206
N 13.0501 16.4520 11.4702 -0.021
N 13.1113 15.0964 11.2163 0.257
C 12.1118 14.9122 10.3292 -0.058
H 11.9050 18.1410 10.7559 0.450
H 13.6644 16.8902 12.1597 0.066
H 11.7916 13.9718 9.9223 0.489
```

Output
* frontier orbital gap (alpha / beta): 5.42 / 5.91 eV
* multiplicity: 6
* expectation value of S²: 8.772
* LUMO level (alpha / beta): 0.2 / -1.2 eV


Here is a molecular structure, C49H67AsF12N6O4 in a non-equilibrium geometry from OMol25. Energies are from wB97M-V/def2-TZVPD.

```
139
Properties=species:S:1:pos:R:3:mulliken_charge:R:1
C 18.7351 18.6407 9.2923 -0.931
C 19.4186 19.0447 10.6127 0.125
C 19.0742 20.5947 10.8112 -0.178
N 19.6443 21.2525 12.1222 1.068
C 21.2199 21.2056 12.1022 -0.412
C 21.8210 21.9178 13.3126 -1.050
C 21.4393 23.4419 13.3683 0.048
C 19.9052 23.5489 13.4316 -0.158
C 19.1229 22.7464 12.2675 -0.163
C 19.2653 20.3746 13.2864 -1.063
H 19.0674 19.1531 8.3895 0.119
H 17.7166 19.0087 9.4155 0.303
H 18.8458 17.5771 9.0809 0.319
H 20.4695 18.7821 10.7340 0.331
H 18.9088 18.4884 11.3993 0.165
H 17.9904 20.6645 10.9032 0.258
H 19.3566 21.2741 10.0070 -0.456
H 21.5420 21.7028 11.1872 0.319
H 21.7359 20.2455 12.0927 0.344
H 22.8873 21.9477 13.0885 0.535
H 21.7652 21.3976 14.2689 0.199
H 21.7849 23.8692 12.4269 -0.523
H 21.8914 23.9117 14.2418 0.476
H 19.5771 24.5790 13.2928 0.737
H 19.5368 23.3149 14.4304 -0.392
H 19.1533 23.2723 11.3133 0.327
H 18.0698 22.7035 12.5455 -0.013
H 18.2011 20.1412 13.2526 0.339
H 19.3889 21.0341 14.1454 0.459
H 19.9073 19.4948 13.3297 -0.189
As 17.6926 20.1290 17.4901 2.021
F 17.7030 21.7765 18.2860 -0.585
F 19.3993 20.2173 17.1135 -0.410
F 17.5052 18.4589 16.7444 -0.507
F 15.9496 19.9323 17.9586 -0.480
F 17.3165 20.8904 15.9248 -0.496
F 18.0254 19.4270 19.1097 -0.488
N 15.9747 22.5445 9.4134 0.081
C 16.3375 23.5343 10.2784 -0.571
C 15.8568 23.1629 11.5391 -0.370
C 15.3087 21.9494 11.3886 -0.560
C 15.4744 21.5242 10.1206 -0.883
H 16.0304 22.5989 8.4064 0.246
H 16.8970 24.3875 9.9243 0.507
H 16.0986 23.7557 12.4088 0.682
H 14.9497 21.3615 12.2204 0.460
H 15.1304 20.5733 9.7413 0.533
N 19.7323 22.4031 7.5609 0.144
C 20.2167 23.5294 8.2916 -0.699
C 21.6514 23.2618 8.4679 0.349
C 21.9603 22.1005 7.7265 -1.343
C 20.7770 21.6158 7.2231 -0.331
H 18.7625 22.3314 7.2881 0.158
H 19.4683 24.2359 8.6190 0.430
H 22.4384 23.8611 8.9013 0.312
H 22.9676 21.7322 7.5991 0.488
H 20.5248 20.7610 6.6130 0.341
N 21.4402 16.9301 13.3711 0.282
C 22.4435 17.6833 13.6814 -0.729
C 22.1928 18.4230 14.8180 -0.457
C 20.9926 17.8673 15.3452 -0.762
C 20.5034 17.0400 14.3791 -0.713
H 21.4596 16.2723 12.6049 0.226
H 23.3095 17.6656 13.0363 0.441
H 22.8300 19.1540 15.2935 0.666
H 20.4389 18.1605 16.2249 0.542
H 19.6059 16.4395 14.3947 0.504
N 17.9972 23.9123 17.0056 0.251
C 17.8930 25.0497 16.3203 -0.351
C 19.1663 25.6624 16.0817 -0.305
C 20.0416 24.9755 17.0036 -0.735
C 19.3841 23.7965 17.3345 -0.074
H 17.2845 23.2030 17.1002 0.218
H 16.9332 25.4615 16.0454 0.477
H 19.3202 26.6023 15.5726 0.495
H 21.0362 25.2504 17.3221 0.517
H 19.6782 22.9853 17.9840 0.516
N 17.2257 19.6284 6.3295 0.166
C 18.2150 19.1318 5.5797 -0.610
C 18.1353 17.8158 5.4503 -0.669
C 16.9168 17.5184 6.0421 -0.523
C 16.3525 18.6438 6.6635 -0.425
H 17.0952 20.6167 6.4916 0.175
H 19.0015 19.8050 5.2722 0.508
H 18.8336 17.1706 4.9379 0.486
H 16.4935 16.5383 6.2052 0.471
H 15.4705 18.8268 7.2593 0.432
C 16.8832 15.1061 9.7527 -0.225
C 17.4495 15.5504 10.9701 -0.447
C 16.5683 16.0247 11.9645 -0.136
C 15.2061 16.0345 11.8296 -0.808
C 14.6436 15.5536 10.6488 -0.403
C 15.4893 15.1047 9.6242 -0.606
H 17.5512 14.6648 9.0279 0.460
H 18.5083 15.6371 11.1645 0.460
H 16.9303 16.3693 12.9219 0.432
H 14.5743 16.3030 12.6633 0.472
H 13.5647 15.5886 10.6161 0.410
H 15.1062 14.6756 8.7102 0.400
C 24.4420 26.1172 11.1415 -0.206
C 23.3208 25.8932 10.3289 -0.175
C 23.3074 26.3707 8.9860 -0.250
C 24.4004 26.9658 8.4222 -0.638
C 25.5334 27.0777 9.2516 -0.336
C 25.6159 26.6639 10.6239 -0.591
H 24.4493 25.6586 12.1193 0.318
H 22.4661 25.4369 10.8061 0.423
H 22.4343 26.3188 8.3525 0.363
H 24.2745 27.3297 7.4132 0.399
H 26.3477 27.5687 8.7394 0.324
H 26.4842 26.7376 11.2619 0.387
C 29.1056 24.9725 13.7607 -1.254
C 27.7386 24.4038 13.5541 0.163
O 27.1097 24.0398 14.8227 -0.302
C 25.9633 23.2558 14.8851 0.341
O 25.5777 22.6391 13.9456 -0.527
C 25.2370 23.1627 16.1532 0.968
F 24.0213 23.6704 16.0346 -0.261
F 25.1888 21.9047 16.4652 -0.228
F 25.8025 23.9353 17.0346 -0.260
H 29.6925 24.1850 14.2334 0.343
H 28.9825 25.8843 14.3452 0.329
H 29.5516 25.2098 12.7948 0.391
H 27.6459 23.5222 12.9198 0.365
H 27.0855 25.1521 13.1051 -0.067
C 25.9791 14.9359 10.6848 -1.133
C 24.7891 15.8661 10.4750 0.205
O 23.8169 15.1169 9.7082 -0.312
C 22.9819 15.9075 8.9493 0.430
O 23.0436 17.1262 8.8885 -0.564
C 21.8331 15.1341 8.2538 0.848
F 21.5264 14.0104 8.9149 -0.244
F 20.8007 15.9527 8.0929 -0.207
F 22.2551 14.7487 7.0351 -0.264
H 25.6610 13.8942 10.7262 0.324
H 26.4112 15.2988 11.6174 0.348
H 26.7438 15.2226 9.9629 0.313
H 25.2647 16.7050 9.9668 0.279
H 24.1864 16.1415 11.3404 -0.039
```

Output
* frontier orbital gap (alpha / beta): 7.58 / 3.62 eV
* multiplicity: 2
* expectation value of S²: 0.764
* total charge: +1
* LUMO level (alpha / beta): -2.7 / -6.6 eV


Energy values, unit a.u., following the record order: -3811.68555 -3190.67361 -5970.66077.